a.
H10O5 | wB97M-V/def2-TZVPD

The calculation puts the highest occupied orbital energy at -10.4 eV. Its structure (SMILES) is O.O.O.O.O. The total charge is 0. As for the LUMO energy: -0.11 eV.

Geometry (Å):
1 O 1.825 -0.445 0.150
2 H 2.636 -0.582 0.624
3 H 1.651 -1.301 -0.212
4 O -2.651 -0.987 1.293
5 H -2.182 -1.861 1.260
6 H -1.962 -0.355 1.218
7 O 1.638 0.678 -2.378
8 H 2.579 0.346 -2.509
9 H 1.483 0.586 -1.424
10 O -0.374 0.500 1.275
11 H -0.259 1.039 2.058
12 H 0.473 0.292 0.920
13 O -1.451 0.644 -1.080
14 H -2.387 0.530 -0.915
15 H -1.015 0.916 -0.287



b.
H10O5 | wB97M-V/def2-TZVPD

The calculation puts the highest occupied orbital energy at -11.2 eV. Its structure (SMILES) is O.O.O.O.O. The total charge is 0. As for the LUMO energy: 0.42 eV.

Geometry (Å):
1 O 0.585 1.604 0.118
2 H 1.163 0.884 0.562
3 H 1.260 2.394 -0.122
4 O 1.578 -0.377 1.300
5 H 0.903 -1.081 1.053
6 H 1.327 -0.051 2.264
7 O -0.228 -1.780 0.062
8 H -0.793 -2.546 0.257
9 H -0.786 -0.948 0.264
10 O -1.866 0.247 0.179
11 H -1.576 0.335 -0.749
12 H -1.285 0.923 0.579
13 O -0.378 0.269 -2.220
14 H -0.067 -0.655 -2.034
15 H 0.165 0.782 -1.514



Most stable: b. Least stable: a.



a.
H10O5 | wB97M-V/def2-TZVPD

The calculation puts the highest occupied orbital energy at -11.4 eV. Its structure (SMILES) is O.O.O.O.O. The total charge is 0. As for the LUMO energy: -0.03 eV.

Geometry (Å):
1 O -0.364 -0.645 0.067
2 H 0.553 -0.308 0.147
3 H -0.465 -0.959 -0.793
4 O -0.832 3.411 -0.290
5 H -0.572 4.095 -0.948
6 H -0.758 3.833 0.562
7 O -5.307 -1.776 0.169
8 H -4.625 -1.235 -0.106
9 H -6.006 -1.254 0.546
10 O 2.894 -1.475 -1.744
11 H 2.816 -0.735 -1.037
12 H 3.809 -1.649 -1.616
13 O 3.136 -0.718 1.939
14 H 2.383 -0.195 2.059
15 H 3.338 -0.390 1.047



b.
H10O5 | wB97M-V/def2-TZVPD

The calculation puts the highest occupied orbital energy at -10.9 eV. Its structure (SMILES) is O.O.O.O.O. The total charge is 0. As for the LUMO energy: 0.46 eV.

Geometry (Å):
1 O -3.233 -0.235 -0.060
2 H -3.156 -0.496 -1.016
3 H -3.680 -0.835 0.394
4 O 1.623 -1.986 -0.158
5 H 2.474 -1.780 -0.444
6 H 1.923 -1.658 0.615
7 O -0.017 -0.098 -1.247
8 H -0.748 -0.199 -0.672
9 H 0.457 -1.015 -1.086
10 O 0.421 0.717 1.789
11 H -0.576 0.556 2.138
12 H 0.527 1.588 1.288
13 O 1.293 2.072 -0.634
14 H 1.880 2.024 0.007
15 H 0.810 1.347 -0.907



c.
H10O5 | wB97M-V/def2-TZVPD

The calculation puts the highest occupied orbital energy at -10.8 eV. Its structure (SMILES) is O.O.O.O.O. The total charge is 0. As for the LUMO energy: 0.49 eV.

Geometry (Å):
1 O 4.351 10.352 1.675
2 H 4.049 10.966 2.352
3 H 4.603 10.921 0.937
4 O 6.658 14.700 -1.307
5 H 6.078 13.992 -0.993
6 H 6.811 15.244 -0.527
7 O 2.095 13.366 2.211
8 H 1.870 13.338 1.276
9 H 1.272 13.583 2.659
10 O 3.977 12.446 -1.025
11 H 3.036 12.433 -1.218
12 H 4.409 12.474 -1.903
13 O 5.269 13.234 -3.287
14 H 5.645 14.079 -3.005
15 H 5.837 12.910 -3.992



d.
H10O5 | wB97M-V/def2-TZVPD

The calculation puts the highest occupied orbital energy at -10.4 eV. Its structure (SMILES) is O.O.O.O.O. The total charge is 0. As for the LUMO energy: 0.36 eV.

Geometry (Å):
1 O -0.275 1.161 -0.178
2 H 0.046 1.784 0.484
3 H -1.021 0.727 0.252
4 O -1.090 1.322 1.899
5 H -1.430 0.423 1.839
6 H -1.722 1.846 1.394
7 O 0.671 4.978 -1.759
8 H 1.052 4.177 -1.380
9 H -0.280 4.850 -1.671
10 O 0.992 -3.138 1.090
11 H 1.805 -3.506 0.726
12 H 0.382 -3.884 1.101
13 O 0.274 -3.185 -1.280
14 H 0.966 -3.764 -1.619
15 H -0.370 -3.790 -0.895



Most stable: c. Least stable: d.